Entry 1:
ORCA calculation (ωB97M-V/def2-TZVPD) on the molecule C4H11NS.

```
17
Properties=species:S:1:pos:R:3
C -0.1356 -1.0047 -1.8824
C -0.3819 -0.6663 -0.3892
N -0.1187 -1.8122 0.5038
C 0.3993 0.6113 -0.1098
C 0.3922 1.2162 1.2908
S -0.8848 2.5789 1.3996
H -0.6388 -1.9407 -2.0729
H 0.9260 -0.9281 -2.1174
H -0.6192 -0.2514 -2.5046
H -1.4680 -0.4653 -0.3511
H 0.2151 -2.5408 -0.0913
H 0.3994 -1.4695 1.2945
H 1.4356 0.6147 -0.5064
H 0.1248 1.4179 -0.8190
H 0.0153 0.4903 2.0125
H 1.3349 1.6206 1.6555
H -0.9956 2.5290 2.6874
```

SMILES: C[C@@H](N)CCS
spin multiplicity: 1
charge: 0
energy relative to the best compared isomer or geometry (same formula, charge and spin): 0.776 eV
electronic energy: -16651.01717 eV
orbital gap: 10.033 eV
LUMO energy: 1.00 eV



Entry 2:
ORCA calculation (ωB97M-V/def2-TZVPD) on a cluster of 2 separate species, C5H7NO in total.

```
14
Properties=species:S:1:pos:R:3
C -1.8716 0.6065 -0.2237
C -0.4696 0.1965 0.0775
C 0.0370 -1.0326 0.2501
C 1.4379 -0.8154 0.7670
O 2.0959 -1.5252 1.4704
N 1.8135 0.5553 0.4212
C 0.6859 1.1209 0.1828
H -1.9959 1.6884 -0.2295
H -2.5664 0.2077 0.5148
H -2.2142 0.2418 -1.1926
H -0.4697 -1.9873 0.2151
H 0.6085 2.1938 0.0079
H 1.8251 -0.5028 -1.3388
H 1.2297 -0.9735 -1.4085
```

SMILES: CC1=CC(=O)N=C1.[H][H]
spin multiplicity: 1
charge: 0
energy relative to the best compared isomer or geometry (same formula, charge and spin): 2.691 eV
electronic energy: -8833.51182 eV
orbital gap: 9.271 eV
LUMO energy: -0.79 eV



Entry 3:
ORCA calculation (ωB97M-V/def2-TZVPD) on the molecule C3H7NOSi.

```
13
Properties=species:S:1:pos:R:3
O 0.9019 2.2193 0.1454
C 0.7473 1.0226 0.1444
C 1.7553 -0.0960 -0.0623
C 0.6656 -1.0646 0.0820
N -0.3671 0.2108 0.1962
Si -2.0723 0.4577 0.0162
H 2.2054 -0.0260 -1.1514
H 2.6828 -0.2869 0.6034
H 0.2311 -1.6395 -0.8130
H 0.7315 -1.7472 1.0466
H -2.8089 1.8039 0.3936
H -2.2955 -0.7948 0.8348
H -2.3770 -0.0593 -1.4359
```

SMILES: O=C1CCN1[SiH3]
spin multiplicity: 1
charge: 0
energy relative to the best compared isomer or geometry (same formula, charge and spin): 1.701 eV
electronic energy: -14637.95161 eV
orbital gap: 10.430 eV
LUMO energy: 0.78 eV



no.,F_max (eV/A)
1,2.1
2,1.0
3,4.6